100
Properties=species:S:1:pos:R:3:forces:R:3:lowdin_charge:R:1 method="wB97M-V/def2-TZVPD" fmax_ev_per_a=1.333 homo_ev=-8.038 e_lumo_ev=-0.61 orbital_gap_ha=0.2731 molar_mass_g_mol=693.58 charge=0 energy_ha=-3099.98743
C 1.1224 1.0995 1.3690 0.1 0.0 -0.1 -0.131
O -2.4369 4.4119 -2.2926 -0.2 -0.1 0.1 -0.066
C -1.8642 -0.2351 -1.5478 0.5 0.2 -0.2 -0.076
H 6.7701 0.4359 2.7913 0.0 -0.2 0.0 0.035
H -2.8954 -7.4643 4.8741 0.0 -0.1 0.0 0.035
H 5.7872 -0.7709 1.9339 0.1 -0.1 0.0 0.080
H 0.9847 0.2072 6.5954 0.0 0.0 0.0 0.029
H 3.9585 2.0547 1.1768 0.1 0.0 0.0 0.095
C 4.6283 0.8360 2.8449 0.6 0.2 -0.2 -0.418
H 7.7991 -0.7310 5.4316 -0.1 0.0 0.0 0.044
H 2.8103 4.4585 1.6613 0.0 -0.1 0.2 0.031
H -2.7756 -0.5972 -1.0758 -0.1 0.0 0.0 0.132
H -1.9627 -4.0488 -5.2573 0.0 -0.1 0.0 0.036
H 5.8982 1.8860 4.2501 0.0 0.0 0.1 0.059
H -2.0546 1.2322 -8.0610 -0.1 0.0 0.1 0.053
O -1.0949 -3.9636 -4.8515 0.1 0.2 -0.2 -0.052
H -6.6757 -6.0589 -4.2668 0.1 0.0 0.1 0.002
C 1.8008 4.5013 1.2592 -0.3 -0.1 -0.1 -0.286
H -2.0695 0.6181 -2.1928 -0.3 0.0 0.0 0.109
H -5.1646 -7.9836 -3.6740 0.0 -0.1 0.1 0.048
H -0.0635 2.3144 -4.6630 -0.3 0.1 0.1 0.022
O -1.8246 1.9446 -7.4565 0.1 0.1 0.0 -0.043
H 0.3106 5.5000 -4.2831 0.0 -0.1 0.0 0.035
C 3.6134 1.2059 1.7705 -0.5 -0.5 0.0 -0.181
H -4.4742 -6.8614 -2.9110 0.2 -0.1 0.1 0.008
H -1.6913 -0.6292 5.4171 0.2 0.2 0.1 0.057
C -1.0960 -1.7924 1.0897 -0.1 0.0 0.4 -0.406
H -2.3253 -4.2217 2.9779 0.1 0.0 0.0 -0.040
H 2.0981 2.5113 2.6492 0.0 0.0 0.0 0.093
O -2.8973 -5.4388 -2.4556 -0.5 0.0 -0.2 -0.049
H 1.9785 7.7188 3.0887 0.0 0.0 0.0 0.042
O 7.6642 -0.0815 4.7340 0.2 -0.1 0.2 -0.053
O -2.8622 -4.8516 3.4664 0.0 -0.1 0.1 -0.089
H 1.6578 5.5171 0.8968 0.0 0.0 0.0 0.013
H 4.2083 0.0358 3.4588 -0.1 0.0 0.1 0.131
O -0.1683 1.5001 -4.1562 0.1 -0.2 0.0 -0.056
H -3.7545 -5.0748 -2.2072 0.1 0.2 0.2 0.045
H 2.0892 0.8705 3.2359 0.0 0.0 0.1 0.086
O -1.4244 -5.8394 0.3770 0.0 0.1 0.1 -0.049
F -2.0675 -2.4985 -2.3883 -0.1 0.1 -0.3 -0.067
H 1.0639 4.3075 2.0364 0.0 0.0 0.0 0.048
H -3.4848 -8.0481 3.5993 0.0 0.1 -0.1 0.046
O -2.0557 3.4423 1.1897 0.1 0.2 0.1 -0.041
H -0.2901 -1.6454 -2.0373 -0.1 -0.1 0.0 0.116
H -5.9690 -5.4775 -5.4779 0.0 0.0 0.0 0.023
O -3.0256 -0.7208 2.5994 0.1 0.2 0.1 -0.239
H -0.4248 4.3352 -1.1099 -0.1 0.0 0.0 0.019
P 1.7000 3.3945 -0.2005 1.3 0.0 -0.4 0.954
H 0.7317 7.1318 2.4452 0.0 0.0 0.0 0.040
H 8.5540 0.1321 4.4346 0.0 0.0 0.0 0.045
C 2.2062 1.4744 2.3420 0.1 0.0 0.0 -0.134
C 0.4009 -0.0771 1.5263 0.1 0.1 -0.1 -0.023
H 1.5862 0.0621 5.2050 0.0 -0.1 0.0 -0.004
N -0.7327 -1.9300 2.4849 0.7 0.5 -0.6 -0.076
H -1.1242 -1.0350 -3.4457 -0.3 -0.1 -0.1 0.109
O 1.6209 7.4391 2.2404 -0.1 0.1 0.1 -0.060
C -1.2712 -1.3509 -2.4154 0.6 0.1 0.5 -0.158
O -0.0292 5.6719 -5.1681 0.1 0.2 0.0 -0.045
C -0.1678 1.4273 -0.6734 0.0 -0.1 0.1 -0.038
O -2.6502 -7.9187 4.0614 0.0 0.1 0.1 -0.053
H -0.6569 -5.5965 -0.1523 0.1 -0.1 0.0 0.016
H 0.7466 3.8495 -2.3584 -0.1 -0.1 0.0 0.024
H 4.1790 2.2033 4.4792 0.0 0.1 0.0 0.075
H -3.0699 0.1959 2.9018 0.0 0.1 -0.2 0.062
H -2.6808 3.0114 1.7780 0.0 0.0 -0.1 0.029
H 0.0107 -3.4855 -0.5022 -0.1 0.1 0.0 -0.013
C 0.6294 4.2973 -1.3713 -0.2 -0.1 0.1 -0.302
C -0.5633 -0.5051 0.6163 0.2 0.2 -0.1 -0.059
O -1.8874 3.6389 -5.0083 -0.1 -0.1 -0.2 -0.071
O 0.8645 -3.7582 -0.8561 0.0 0.0 -0.1 -0.035
O -6.7915 -5.4207 -4.9839 0.0 -0.1 0.0 -0.070
C 0.8100 1.8762 0.2287 -0.7 0.1 0.2 -0.293
C -0.8676 0.2325 -0.5177 0.0 -0.2 0.0 -0.144
H 5.0458 2.9445 3.1173 0.0 0.1 0.0 0.079
H -0.3416 0.8290 -4.8242 0.1 0.0 0.0 0.035
H 6.0476 0.8038 1.2150 0.1 0.1 0.0 0.078
H 1.0244 5.3128 -1.4219 0.0 0.0 0.0 0.041
H 1.4909 -3.0867 -0.5700 0.0 0.0 0.1 0.043
H -1.5805 2.6822 -8.0252 0.0 0.0 0.0 0.052
H -1.8082 2.7816 0.5349 0.0 -0.1 0.0 0.004
H -2.6091 3.7346 -2.9605 0.1 0.2 -0.1 0.016
H 3.5250 0.3607 1.0793 0.1 0.0 -0.1 0.123
H -1.2490 -3.3837 -4.0986 0.0 -0.1 0.1 -0.012
O -1.6565 -2.6580 0.4704 -0.3 0.0 0.0 0.113
H -2.2775 -5.6017 3.6338 -0.1 -0.1 -0.3 0.018
C 0.4783 -1.1187 2.5943 -0.4 0.0 0.1 -0.366
C 4.9554 2.0444 3.7296 -0.1 -0.2 0.0 -0.060
O 1.4984 0.6833 5.9373 0.0 0.0 0.0 -0.057
H -1.7495 -5.0066 0.7368 0.0 0.0 -0.1 -0.003
H -1.6593 4.4238 -5.5221 0.1 0.0 0.2 0.026
C 5.8978 0.2881 2.1681 -0.4 0.3 -0.4 -0.073
H -2.2785 -4.7291 -2.2569 0.1 -0.1 0.0 0.009
H -0.3901 2.0273 -1.5464 -0.1 0.0 -0.1 0.087
O 1.3556 -1.3748 3.3646 0.0 0.3 0.3 0.135
O -5.3117 -7.3360 -2.9776 -0.2 0.1 -0.2 -0.047
H 0.4806 6.4210 -5.4920 0.0 0.0 0.0 0.053
H -2.0726 2.9485 -5.6590 -0.1 0.0 0.0 0.012
O -1.4240 -0.4331 4.5100 0.1 0.0 -0.1 -0.238
H -2.2198 5.1857 -2.8205 0.0 0.0 0.0 0.030
P -2.0700 -1.6138 3.5837 -0.6 -0.8 0.2 0.896

=====

10
Properties=species:S:1:pos:R:3:forces:R:3:lowdin_charge:R:1 method="wB97M-V/def2-TZVPD" fmax_ev_per_a=3.361 homo_ev=-8.308 e_lumo_ev=0.76 smiles=CS.N orbital_gap_ha=0.3333 molar_mass_g_mol=65.14 de_lowest_ev=0.6830 charge=0 energy_ha=-495.20203
H 2.3731 1.2519 0.9065 -0.9 0.1 -0.2 0.015
H 0.3480 -1.1328 -0.7048 2.8 1.7 0.7 -0.089
H 1.0310 1.7960 -0.2430 0.2 -0.4 1.0 0.019
H -2.0775 -0.6582 0.5774 0.5 0.2 0.1 0.030
H -1.9556 -1.6936 -0.5607 -0.4 -0.9 -1.0 0.005
N -1.5675 -0.8216 -0.2925 -0.9 1.9 0.2 -0.018
H 0.6469 0.7961 1.2793 0.3 0.2 -0.4 0.015
C 1.3718 1.0157 0.4786 0.3 -0.5 -0.8 -0.507
S 1.7596 -0.5010 -0.5277 -2.5 -1.1 -0.1 0.466
H -1.9299 -0.0525 -0.9132 0.5 -1.3 0.5 0.062

=====

48
Properties=species:S:1:pos:R:3:forces:R:3:lowdin_charge:R:1 method="wB97M-V/def2-TZVPD" fmax_ev_per_a=6.508 homo_ev=-8.420 e_lumo_ev=-1.61 smiles=C#Cc1cc2nc(Br)c(P(N)O)nc2c(I)c1CCCCO.CC(C)O orbital_gap_ha=0.2502 molar_mass_g_mol=554.16 charge=0 energy_ha=-4263.67094
C -1.1068 -0.4850 -4.0400 1.0 -1.8 1.9 -0.122
Br 1.8797 -4.8500 0.4374 -0.9 2.1 -0.7 0.633
H 2.8044 0.0286 1.6294 0.3 -0.6 0.6 0.025
C -0.4715 -1.7817 -3.4484 -0.8 2.7 0.2 0.054
C -2.0076 2.1155 -3.6997 -0.3 -0.3 1.2 -0.181
C 0.9508 -1.8955 0.7679 -0.8 0.0 -3.7 -0.350
I -1.0183 2.3467 -0.2124 0.1 -1.6 -1.2 0.792
H -0.3501 -2.6815 -4.1737 -0.2 1.7 1.6 0.117
H -2.0760 -0.8079 -7.9548 0.1 0.2 2.8 0.061
H 1.5715 -1.7937 6.9874 -0.2 -0.2 -0.1 0.092
C -0.2508 -2.4198 6.6486 -0.1 0.7 0.3 -0.499
C -0.4502 3.8827 -5.0614 0.9 0.4 0.2 -0.177
O 2.2720 -3.1856 3.1769 0.2 1.2 -0.7 -0.382
H -0.3428 -1.2346 4.8440 -0.1 0.0 0.1 0.030
P 1.5808 -1.7684 2.5609 -0.2 1.3 1.4 0.870
C 0.0409 -1.9282 -1.9326 -1.1 1.2 -1.9 -0.162
O 2.0098 4.0828 -4.3163 -0.9 0.2 0.2 -0.119
H 2.3504 -3.0946 4.1595 -0.5 0.1 -0.9 0.049
H -0.6969 -3.3018 6.1797 0.3 0.0 0.0 0.140
C -1.0784 3.4350 -3.6352 -0.1 0.1 -1.2 -0.247
O 1.1675 -2.5702 6.5747 0.3 -0.2 -0.2 -0.072
H 0.4909 5.4600 -3.7721 0.5 -0.8 -1.6 0.120
H -1.7506 -1.0363 5.9098 0.1 0.0 0.0 0.082
C -1.3010 0.7855 -3.0913 1.3 -2.0 1.5 -0.146
N 0.3141 -0.6413 0.3438 1.3 -5.0 -2.2 0.025
H -0.3602 -3.2455 8.6444 -0.1 0.0 -0.1 0.079
H -0.1888 3.2335 -2.9345 -1.6 0.5 -0.9 0.048
N 2.9502 -0.6069 2.4352 -0.7 -1.5 -0.6 -0.201
H -1.7607 -2.2476 8.1971 0.1 0.0 0.0 0.081
C -0.1321 -0.6796 -1.0200 -0.1 0.2 -0.5 -0.220
C -1.5590 -0.5125 -5.5819 -1.4 -1.3 -3.5 -0.091
C -0.6757 -2.3467 8.1067 0.0 -0.3 0.2 -0.068
H -2.4241 1.9346 -4.7714 0.9 0.1 2.0 0.116
H 3.8459 -1.1174 2.3761 -0.5 0.5 -0.3 0.029
H 1.8766 3.6440 -3.4352 -0.1 0.8 -1.3 0.091
C 0.8312 4.8430 -4.6997 -1.5 0.1 1.0 -0.255
H 1.0564 5.6112 -5.5240 0.1 -1.6 1.1 0.122
H -0.1937 -0.2788 6.3109 -0.1 -0.1 0.1 0.084
C 1.0533 -3.1288 -0.2015 -1.0 1.0 -1.9 -0.567
H -0.0925 2.9925 -5.7037 -0.5 1.3 1.2 0.118
N 0.6094 -3.2057 -1.5745 0.1 4.5 4.7 0.051
C -0.8065 0.6514 -1.6130 -0.3 -1.8 -3.1 -0.480
C -1.9724 -0.7205 -6.8060 2.7 1.2 5.2 0.073
H -2.9163 2.3202 -2.9980 1.5 -0.5 -1.3 0.111
H -1.7384 4.3282 -3.2809 1.4 -1.6 -0.3 0.124
H -1.1755 4.4900 -5.7192 0.9 -0.9 1.2 0.111
H -0.2039 -1.4956 8.6090 -0.1 0.1 -0.1 0.081
C -0.6658 -1.1715 5.8869 -0.1 0.0 -0.3 -0.070

=====

23
Properties=species:S:1:pos:R:3:forces:R:3:lowdin_charge:R:1 method="wB97M-V/def2-TZVPD" fmax_ev_per_a=1.993 homo_ev=-9.125 e_lumo_ev=-1.58 orbital_gap_ha=0.2772 molar_mass_g_mol=241.35 de_lowest_ev=1.7931 charge=0 energy_ha=-1656.18127
O -11.8905 -22.5318 7.0919 -0.1 -0.1 0.6 -0.073
H -10.8211 -21.1787 9.3170 0.1 0.1 0.0 0.106
H -9.7348 -21.7340 8.0688 0.0 0.0 0.0 0.064
C -12.9248 -24.0164 3.8438 0.4 -0.3 0.6 -0.016
O -12.5577 -20.4554 7.1102 -0.1 0.3 0.8 -0.044
Mg -13.6887 -21.9309 6.4320 0.8 0.2 -1.8 1.064
H -12.0815 -24.0752 4.5445 0.0 0.2 -0.1 0.057
H -7.9370 -22.1008 6.7136 0.3 -0.1 -0.1 0.064
H -9.1602 -22.3218 5.5143 -0.1 -0.3 -0.2 0.065
H -7.3437 -24.5496 6.5446 -0.1 -0.1 0.3 0.064
H -10.1147 -20.0011 8.2111 -0.3 0.1 -0.2 0.099
C -8.3421 -24.1627 6.3615 0.1 -0.1 -0.6 -0.644
H -8.9877 -24.2349 7.2311 0.0 0.0 0.1 0.066
O -13.0985 -22.1111 2.4709 0.1 0.4 -0.6 0.072
C -10.5141 -21.0070 8.2795 0.6 -0.2 0.6 0.026
C -8.2241 -22.7439 5.8769 -0.4 0.6 0.5 -0.709
H -12.6017 -24.5125 2.9352 -0.2 -0.1 -0.1 0.081
C -13.2963 -22.5812 3.5582 -0.3 -0.2 0.2 -0.692
Cl -7.0152 -22.5722 4.6002 0.2 0.1 -0.1 0.571
C -11.6960 -21.3211 7.4560 -0.6 -0.3 -1.0 -0.665
O -13.8636 -21.9117 4.5403 -0.3 -0.2 1.1 -0.173
H -13.7359 -24.5447 4.3483 -0.1 -0.1 -0.3 0.076
Cl -9.0493 -25.2080 5.0890 -0.1 0.0 0.1 0.541

=====

Q: Look up the charge of the second one.
A: 0